[1]
Entry from the Open Molecules 2025 dataset: a cluster of 6 separate species, C31H59N5O24PS5 in total in a non-equilibrium geometry (ωB97M-V/def2-TZVPD).

Last column: Mulliken charge in e.
Geometry (Å):
N -2.25433 -0.60058 5.07271  0.3993
H -3.68957 -2.38876 -0.22018  0.3964
C 3.36291 -1.35443 -6.98826  -0.3342
N 1.66836 -0.50576 -0.77402  0.3847
C 6.18942 -1.46065 7.18405  -0.3088
N -1.69113 0.79753 3.38735  0.3110
C -7.98741 -2.84208 2.24721  -1.1613
H -0.76687 4.07453 -7.84364  0.3602
O -4.53585 -3.90402 2.66004  -0.3237
C -2.66004 7.66942 -3.35100  -0.2498
H -5.47718 -3.54595 0.87825  0.3514
O 0.57225 0.30796 -7.23705  -0.7213
C 1.08882 -0.48045 -2.00963  -0.7398
C 9.16804 -0.70350 -5.96620  -0.3312
O 3.53587 -2.56051 5.50641  -0.4408
C 2.11022 0.72392 -0.14134  -0.9773
H 2.75470 1.43332 1.81187  0.5237
O -4.54412 3.80918 -6.17035  -0.5628
H 7.06405 -3.40158 7.58626  0.3152
H 2.27255 -3.95722 3.66283  0.2135
C -2.90795 7.37556 -4.81286  -0.1881
H 0.52435 -3.95122 3.53290  0.5372
H 1.85040 -0.45972 3.71514  0.2862
H -4.55719 -1.10037 3.56671  -0.2797
H -9.07151 -2.78526 2.21536  0.3285
C -4.74258 -3.04699 1.51600  0.1493
O 1.36104 -2.56610 4.88809  -0.0587
H -5.16769 -2.06657 1.74647  0.1493
C -1.77824 2.32995 -7.03276  0.0433
O 6.04733 -1.60838 -5.89575  -0.4748
H 0.51208 1.34926 2.40366  0.7304
H 1.40674 1.53666 -0.33615  0.4377
S 1.32181 -0.22470 -6.15010  1.0613
C -3.47189 -2.94392 0.69103  -1.0694
H 4.06276 -0.57332 -5.09490  0.2342
H -2.43519 0.94803 6.39242  0.3814
H 4.65413 0.32631 -6.50365  0.3489
O -3.05075 3.94975 -4.19276  -0.5160
H 3.36765 -1.06000 -8.03983  0.2605
C 1.72350 -1.79801 -0.32329  -0.2407
H -7.61166 -2.10103 1.53676  0.3285
O -0.80086 9.78359 -5.37208  -0.5410
H -2.06859 6.83985 -5.25778  0.1939
O 1.99678 -1.59274 -6.59736  -0.3546
H -2.50524 -2.58687 4.29578  0.5610
H -4.45254 0.97688 2.76291  0.5142
P -5.05949 -3.40594 4.09088  0.8405
H 8.85398 -0.50945 -6.99370  0.2759
H -1.54461 2.11851 4.89578  0.4221
C 0.96829 -0.67071 3.10584  -0.9039
H -0.36173 3.70815 -6.15141  0.2697
C -1.15584 3.70009 -6.90109  -0.3031
H 7.16699 -0.99058 7.24410  0.3144
H -1.04025 1.53250 -7.00187  -0.0131
H 9.26163 0.36073 -4.08077  0.2924
H -2.94370 2.48860 4.02642  0.5016
C -2.37083 1.63043 4.36348  -0.9618
C 3.81469 -0.22181 -6.09316  -0.1550
S -2.02674 9.69093 -4.66513  1.0963
O -6.64194 -3.48493 4.26427  -0.4178
H 0.15533 0.08363 1.24934  0.0843
C -2.30517 0.53267 2.06954  -0.1844
H 0.92711 0.38171 -2.63445  0.5847
H -3.48923 1.26937 0.08662  0.2674
H 1.20790 -1.61863 2.62000  0.2788
H 3.95747 -2.25017 -6.86137  0.3299
O -2.22434 4.54027 -6.43334  -0.2580
C -2.91520 0.64536 5.45929  -0.5201
S -3.26613 3.67877 -5.57229  1.1237
H 3.07162 1.04777 -0.55224  0.4524
H 1.28803 -4.62200 5.00604  0.2670
H 0.26357 -2.08129 -3.27817  0.6000
O -2.99451 8.66816 -5.42864  -0.3327
H -7.59115 -3.80404 1.92807  0.2646
S 7.04768 -1.42150 -4.89984  1.0895
C -1.27407 -0.30982 4.14893  -0.6049
H -5.12038 -1.30304 5.20689  0.5970
H -6.99061 -1.48219 3.61322  0.0442
H -8.32715 -2.35677 4.30074  0.4634
C 2.25270 0.57521 1.36680  -1.2436
C 0.08932 -2.06018 5.01311  -1.1478
H -1.73602 1.09834 1.32699  0.5141
C 1.14015 -2.60169 -1.27946  -1.3261
N -0.14820 -0.92758 4.02745  0.7228
H 2.84003 -0.31430 1.61020  0.4576
O -1.77829 8.79944 -3.35364  -0.3403
H 8.86355 1.39315 -5.47198  0.3130
O 5.04337 -3.48774 7.20862  -0.3327
H -2.20163 6.83206 -2.83216  0.2562
C 0.86022 0.38833 2.02580  0.0599
H -3.02847 -2.34390 5.92950  0.1794
C 1.35490 -3.85174 4.23764  -1.0006
H -2.37091 2.24733 -7.94620  0.2774
O 8.46149 -1.86055 -5.49200  -0.3197
C -3.00137 -1.86879 4.94851  -1.2201
C -7.46113 -2.46908 3.64945  0.0424
O 7.34073 0.14800 -4.79177  -0.3021
H 10.23950 -0.87782 -5.94281  0.3229
H 2.16052 -2.07972 0.61906  0.5967
H -2.70279 -2.43129 1.27716  -0.1075
H -3.97184 0.61311 5.71265  0.3442
C -3.74971 0.97761 1.92978  -0.3546
H 1.03302 -3.67472 -1.25128  0.4689
H -3.82372 6.81347 -4.97414  0.3019
H -0.00171 -1.59623 6.00093  0.3140
H 6.03454 -2.79102 8.90055  0.3180
O -2.67293 2.23794 -5.90675  -0.2966
O 5.83264 -1.69397 5.81355  -0.3398
O 6.90759 -1.96586 -3.60217  -0.5749
N -4.21304 1.32279 0.80795  -0.7415
S 4.88451 -2.98049 5.70063  1.1093
C -4.43925 -1.71918 4.46229  0.1591
H -0.67772 -2.82833 4.94196  0.7787
O 0.72714 -0.40991 -4.87508  -0.4263
O -4.44995 -4.28518 5.09759  -0.8079
H -3.07389 -3.93444 0.47648  0.3808
C 8.73377 0.40730 -5.03454  -0.3242
C 0.72959 -1.76792 -2.36291  -0.3819
O 5.49688 -3.91341 4.82697  -0.6173
H 5.44078 -0.80001 7.62562  0.2638
H -2.15230 -0.52045 1.82101  0.2177
C 6.16344 -2.83213 7.82301  -0.3733
H -3.58150 7.95373 -2.83871  0.3086
O 2.65373 0.63467 -5.99463  -0.3337
O -2.77634 10.83937 -4.31226  -0.5271

Cartesian forces (eV/Å) of the 6 atoms listed first:
N 0.2115 -0.8357 0.0418
H 0.1852 -0.0571 -0.0577
C 0.1722 0.2046 -0.4616
N -0.2071 0.9053 -0.3454
C -0.2221 0.2246 0.3323
N 0.4658 0.3776 -0.2237

## Properties
LUMO ... -0.0928 hartree
Net charge ... +1
Orbital gap ... 7.59 eV
E_tot ... -153147.73196 eV

---

[2]
Entry from the Open Molecules 2025 dataset: a structure of composition CH2MgO3 in a non-equilibrium geometry (ωB97M-V/def2-TZVPD).

Last column: Mulliken charge in e.
Geometry (Å):
O 1.61234 -0.89369 -0.00166  -0.5995
O 1.50611 1.27544 -0.01280  -0.6096
Mg 3.20258 0.27148 -0.02637  0.6530
O -2.66139 0.02773 0.07753  -0.6597
H -2.90493 -0.88468 -0.09995  0.3093
H -1.59494 0.04799 0.05179  0.4319
C 0.84023 0.15573 0.01146  0.4747

Cartesian forces (eV/Å) of the 6 atoms listed first:
O -1.2507 -0.0418 0.0556
O -1.2737 -0.1530 0.0596
Mg -0.8282 -0.0318 0.0008
O 3.4309 0.3130 -0.0351
H 0.1935 -0.0827 -0.0195
H -3.4753 -0.2132 0.0560

## Properties
LUMO (alpha / beta) ... -0.0775 / -0.0846 hartree
Orbital gap (alpha / beta) ... 5.85 / 6.45 eV
E_tot ... -12655.20344 eV

---

[3]
Entry from the Open Molecules 2025 dataset: a structure of composition C2H2OS2 in a non-equilibrium geometry (ωB97M-V/def2-TZVPD).

Last column: Mulliken charge in e.
Geometry (Å):
S 0.46549 -2.64809 1.04817  -0.0985
C 0.12661 -0.29919 0.71778  0.2725
O -0.09888 1.06722 0.37695  -0.4572
H -0.01916 1.45768 1.28620  0.3237
C 0.44756 -1.29105 -0.07562  -0.2298
H 0.50408 -1.29570 -1.23349  0.3023
S -0.11108 -1.05807 2.30184  -0.1131

Cartesian forces (eV/Å) of the 6 atoms listed first:
S -0.1014 -0.0513 0.0401
C -0.7533 2.5893 -0.1357
O 0.4710 -1.9724 2.5846
H -0.1858 0.3099 -1.4124
C 0.1905 -0.7910 -3.1320
H 0.1560 -0.1741 2.3659

## Properties
LUMO ... -0.0110 hartree
ΔE to the lowest compared entry with this formula, charge and spin ... 24.4 kcal/mol
Orbital gap ... 8.38 eV
E_tot ... -25822.68198 eV